Computed, not measured: a cluster of 8 separate species, C50H46NO31P in total in a non-equilibrium geometry, with the ωB97M-V functional and the def2-TZVPD basis.

The orbital gap comes out at 6.46 eV. For the LUMO energy, the calculation gives -1.9 eV. The SMILES is CC(=O)NCCCC[PH3]CC(=O)O.O=C1C=C(O)C(=O)C=C1O.O=C1C=C(O)C(=O)C=C1O.O=C1C=C(O)C(=O)C=C1O.O=C1C=C(O)C(=O)C=C1O.O=C1C=C(O)C(=O)C=C1O.O=C1C=C(O)C(=O)C=C1O.O=C1C=C(O)C(=O)C=C1O. The calculation puts the HOMO energy at -8.31 eV. As for the electronic energy: -126842.981 eV. The strongest force on any atom is 1.233 eV/A.

Structure (ORCA input):
```
! RIJCOSX wB97M-V def2-TZVPD def2/J DEFGRID3
* xyz 0 1
C -0.80695 -2.70913 -0.03966
C -1.40406 -3.97372 -0.60447
O -2.26686 -4.59189 -0.03122
N -0.83019 -4.38258 -1.81116
C -1.47451 -5.54213 -2.45221
C -0.73250 -6.85556 -2.22029
C -1.01084 -7.59261 -0.90418
C -0.27638 -7.10688 0.34554
P 1.58977 -7.08406 0.20289
C 3.52756 -7.07531 0.00696
C 3.91891 -7.22995 -1.42962
O 4.50403 -8.18134 -1.87817
O 3.51583 -6.23052 -2.26242
H -1.38345 -2.38035 0.81699
H 0.23677 -2.87255 0.22414
H -0.81452 -1.91974 -0.79751
H -0.90323 -3.58707 -2.43706
H -1.42322 -5.35253 -3.52647
H -2.53251 -5.62744 -2.19666
H 0.33088 -6.68211 -2.38905
H -1.06576 -7.52160 -3.02159
H -0.70253 -8.63310 -1.06557
H -2.08815 -7.63011 -0.72927
H -0.48688 -7.82803 1.14685
H -0.62963 -6.13858 0.70926
H 1.60078 -8.48604 -0.07308
H 1.54058 -6.04152 -0.76321
H 1.72836 -6.69656 1.55734
H 3.90818 -6.14866 0.44779
H 3.95078 -7.92184 0.54775
H 3.35120 -5.40783 -1.77402
O -4.47602 -1.47209 -8.35086
C -3.74840 -1.63478 -7.39103
C -3.28962 -0.58025 -6.51022
C -2.47253 -0.89488 -5.49971
O -1.98622 0.00495 -4.64845
C -2.01093 -2.30797 -5.23489
O -1.25577 -2.46303 -4.28676
C -2.48180 -3.36555 -6.09269
C -3.30196 -3.05782 -7.11127
O -3.78948 -3.94713 -7.95453
H -3.61347 0.43575 -6.69706
H -1.40867 -0.47365 -4.01926
H -2.15889 -4.37692 -5.88978
H -4.34541 -3.44773 -8.58654
O -0.20014 6.53409 -5.52726
C -0.96895 5.70937 -5.98676
C -2.03413 6.00563 -6.91800
C -2.82492 5.00764 -7.33843
O -3.82588 5.16943 -8.18748
C -2.64107 3.57999 -6.86931
O -3.43336 2.75990 -7.30417
C -1.56485 3.27673 -5.95464
C -0.77238 4.27587 -5.53584
O 0.23893 4.11411 -4.70128
H -2.15913 7.02775 -7.24576
H -4.22467 4.28501 -8.31032
H -1.43163 2.25260 -5.63207
H 0.62831 5.00319 -4.57537
O -0.52810 1.22936 -2.58527
C -0.83595 1.58854 -1.46038
C 0.10621 1.80944 -0.38799
C -0.35492 2.20298 0.81039
O 0.41367 2.42999 1.85960
C -1.83231 2.41934 1.07533
O -2.13494 2.76829 2.20073
C -2.77230 2.20992 -0.00361
C -2.31188 1.82342 -1.20319
O -3.09302 1.61761 -2.25156
H 1.15690 1.65200 -0.58768
H -0.19139 2.67490 2.59318
H -3.82134 2.38235 0.19366
H -2.52319 1.34448 -2.99887
O 3.96371 -1.02760 -1.12906
C 4.03768 -1.29005 -2.31748
C 4.32995 -0.33323 -3.35916
C 4.36511 -0.75177 -4.63339
O 4.62296 0.03888 -5.66061
C 4.10576 -2.19401 -5.01878
O 4.14492 -2.45853 -6.20440
C 3.83283 -3.15880 -3.96932
C 3.80332 -2.73005 -2.70403
O 3.56192 -3.52020 -1.65854
H 4.51116 0.69375 -3.07578
H 4.58031 -0.52715 -6.45721
H 3.66493 -4.19135 -4.24497
H 3.59919 -2.94329 -0.86776
O -0.76229 1.14703 4.24739
C 0.07164 0.45640 4.81120
C 0.56387 0.69043 6.14696
C 1.49700 -0.13494 6.64825
O 2.01499 -0.00601 7.85575
C 2.05481 -1.30162 5.85785
O 2.91192 -1.96945 6.40647
C 1.54391 -1.54672 4.52779
C 0.60952 -0.72387 4.03131
O 0.07349 -0.85587 2.82945
H 0.16462 1.52630 6.70375
H 2.65793 -0.73878 7.94993
H 1.93486 -2.38936 3.97557
H -0.56743 -0.12141 2.74485
O -4.01591 8.55277 5.50456
C -4.45282 7.69319 4.76019
C -5.63638 7.83905 3.94220
C -6.02427 6.81174 3.17281
O -7.08849 6.83896 2.38732
C -5.26710 5.50007 3.13205
O -5.72271 4.63285 2.40754
C -4.07269 5.36232 3.93467
C -3.68320 6.39085 4.70125
O -2.60645 6.37203 5.47133
H -6.17198 8.77699 3.97863
H -7.12563 5.96102 1.95698
H -3.53012 4.42738 3.88500
H -2.57635 7.24577 5.91025
O 4.10413 5.54667 11.31749
C 4.37006 4.86362 10.34498
C 3.48297 3.88506 9.75811
C 3.90237 3.18562 8.69314
O 3.17591 2.26661 8.07872
C 5.27542 3.38294 8.08503
O 5.55148 2.67765 7.13043
C 6.15486 4.37547 8.65801
C 5.73439 5.07718 9.72110
O 6.45606 6.00763 10.32192
H 2.50592 3.74880 10.19947
H 3.74006 1.93432 7.35067
H 7.12716 4.52044 8.20916
H 5.90486 6.34278 11.05770
*
```

Computed, not measured: a structure of composition C50H47AsClN4O3S2Ti in a non-equilibrium geometry, with the ωB97M-V functional and the def2-TZVPD basis.

The orbital gap (alpha / beta) comes out at 7.13 / 7.17 eV. For the LUMO energy (alpha / beta), the calculation gives -0.1 / 0.0 eV. The calculation puts the HOMO energy (alpha / beta) at -7.20 / -7.20 eV. As for the electronic energy: -182864.736 eV. The strongest force on any atom is 4.136 eV/A. The relative energy (zero: lowest compared OMol25 entry of this formula, charge and spin) comes out at 1.506 eV.

Structure (ORCA input):
```
! RIJCOSX wB97M-V def2-TZVPD def2/J DEFGRID3
* xyz 0 2
Ti 10.17064 8.27341 18.71137
S 8.66253 8.47231 20.72268
C 7.83871 6.86908 20.80901
C 7.53388 6.26821 22.01098
C 6.84689 5.05969 22.05912
C 6.45325 4.34630 20.99378
C 6.78296 4.87012 19.71144
C 7.41155 6.16157 19.63934
As 7.75279 6.96396 17.84610
C 7.46015 5.43732 16.63613
C 6.27829 5.18978 15.97750
C 6.14513 4.04439 15.17941
C 7.19146 3.20609 14.99657
C 8.44541 3.57536 15.41280
C 8.58818 4.67370 16.25412
C 6.15807 7.90318 17.40276
C 4.95172 7.52935 18.03934
C 3.77497 8.11089 17.61341
C 3.78367 8.80538 16.40952
C 4.99396 9.17920 15.81493
C 6.20427 8.81744 16.38175
H 7.77231 6.76001 22.92795
H 6.53268 4.82841 23.12811
H 5.93042 3.43775 20.99787
H 6.42996 4.34426 18.86772
H 5.36587 5.67464 16.20202
H 5.13383 3.85062 14.70979
H 7.00524 2.24095 14.49010
H 9.31626 3.04754 15.23467
H 9.59016 4.94712 16.68605
H 4.87163 6.94662 19.03725
H 2.81521 7.99970 18.14053
H 2.88645 9.07099 15.91994
H 4.99190 9.79244 14.90498
H 7.22432 9.14116 15.99225
C 12.20145 6.69829 23.59040
C 13.15461 7.77715 23.15057
N 12.68213 8.84704 22.20937
C 12.36087 10.14149 22.77588
C 10.90080 10.43357 23.20817
C 12.54967 8.52403 20.88973
S 12.14963 9.63016 19.67526
N 12.82609 7.19700 20.57043
C 12.03626 6.42908 19.90999
O 10.82630 6.66238 19.55241
C 12.59360 5.13837 19.38685
C 11.63246 4.37453 18.57631
C 12.09737 3.38309 17.71175
C 13.48144 3.22755 17.58892
C 14.37472 3.90711 18.37527
C 13.92702 4.88113 19.24537
H 12.57715 6.14180 24.56691
H 12.00279 5.92942 22.86130
H 11.15835 7.05946 23.93862
H 14.08324 7.35304 22.66827
H 13.36006 8.41245 24.04409
H 12.71460 10.88061 22.03630
H 13.02347 10.34596 23.60698
H 10.20210 10.08969 22.46786
H 10.90959 11.49929 23.32301
H 10.62408 9.98803 24.15296
H 10.58447 4.53491 18.72551
H 11.34776 2.83722 17.18902
H 13.90273 2.47549 16.92475
H 15.39203 3.70874 18.14848
H 14.73511 5.46563 19.67273
C 2.40309 10.42458 19.69980
C 3.54970 10.98829 18.84494
C 3.20611 11.83613 17.81022
C 4.27627 12.35330 17.06242
C 5.56284 12.14315 17.34075
C 5.94431 11.45450 18.50071
N 7.31809 11.32260 18.78571
C 8.20887 12.30176 18.30272
C 7.95615 13.63115 18.64021
C 8.52543 14.72783 17.89363
C 9.41854 14.46038 16.87605
C 9.78798 13.12987 16.72301
C 9.22693 12.04011 17.36896
C 9.69056 10.67699 17.03040
O 10.31047 10.41249 16.00531
O 9.32944 9.85038 17.97934
C 4.91188 10.82361 19.19275
C 5.21874 10.00254 20.36272
H 2.56486 10.71099 20.75340
H 2.35784 9.34732 19.83724
H 1.42835 10.84096 19.31614
H 2.12871 11.91479 17.48352
H 4.03283 12.84913 16.16736
H 6.19911 12.60444 16.66687
H 7.65983 10.42120 18.91639
H 7.32941 13.94539 19.54532
H 8.18252 15.77020 18.12652
H 9.87303 15.22535 16.27345
H 10.60771 12.79212 16.08178
H 4.40238 9.28874 20.63058
H 5.45864 10.54485 21.27733
H 6.11032 9.31743 20.29618
Cl 11.07401 6.14409 13.52246
C 11.78412 6.82902 14.94283
C 13.14826 6.79371 15.10839
C 13.76104 7.40949 16.21476
C 12.92892 7.87559 17.21681
N 11.61321 7.84422 17.07390
C 11.00681 7.37024 15.97206
H 13.81754 6.37563 14.34146
H 14.84438 7.33848 16.33742
H 13.31800 8.29456 18.09518
H 9.95804 7.49097 15.85999
*
```